Entry 1:
Molecular formula: C11H23Br3O8S2
Method: DFT, ωB97M-V/def2-TZVPD

Positions of all 47 atoms, in Å:
C1 11.472158 -16.851811 -0.300319
C2 11.704388 -16.039809 0.982454
O1 12.789024 -16.680279 1.766340
S1 12.552743 -17.454594 3.198428
C3 12.476189 -19.132149 2.647161
O2 13.780074 -17.244706 4.011541
O3 11.253513 -17.047974 3.710213
H1 11.220718 -17.907170 -0.195065
H2 12.451619 -16.914544 -0.774482
H3 10.624404 -16.471714 -0.870352
H4 11.860650 -15.041840 0.572897
H5 10.777122 -15.894778 1.536745
H6 11.631726 -19.311331 1.981670
H7 12.244773 -19.697625 3.549819
H8 13.395214 -19.310240 2.088796
C4 16.919148 -18.416287 2.887496
C5 17.243938 -17.651364 1.685702
O4 17.972995 -16.504219 2.033239
S2 18.566116 -15.465953 0.906415
C6 19.511367 -14.318672 1.968234
O5 19.563540 -16.231004 0.186538
O6 17.479421 -14.765595 0.188931
H9 17.795330 -18.958366 3.243237
H10 16.069153 -19.086736 2.760559
H11 16.524729 -17.833396 3.719823
H12 17.659215 -18.288338 0.904729
H13 16.305059 -17.272968 1.281439
H14 20.209808 -13.884682 1.252751
H15 20.072554 -14.890196 2.707506
H16 18.896413 -13.542635 2.423973
Br1 17.360880 -8.008838 7.336154
C7 16.653294 -9.146011 5.817392
Br2 17.566648 -8.891455 4.063831
Br3 14.663499 -9.143724 5.592657
H17 16.760131 -10.204841 6.053108
O7 16.197989 -13.010695 6.271812
C8 15.939182 -13.118927 5.153205
C9 15.193326 -14.249158 4.379088
C10 14.841758 -13.669450 2.931496
C11 15.370525 -12.188113 3.034227
O8 16.053879 -12.069665 4.292625
H18 15.641492 -15.239617 4.300103
H19 14.387928 -14.552270 5.048086
H20 15.407079 -14.119666 2.115529
H21 13.787033 -13.841327 2.716752
H22 16.153489 -12.061464 2.286547
H23 14.585718 -11.432396 3.001359

Cartesian forces, eV/Å:
0.4005 -0.9039 0.7325
-1.3088 -1.1801 -0.6147
-0.3008 0.6301 0.4008
0.4578 2.1414 0.5781
-0.3253 0.1936 -0.0617
-2.8075 -0.6450 -2.1921
1.4562 -0.5521 -0.3658
-0.1560 -0.1096 0.7691
-0.2980 0.5008 -0.7750
0.5320 0.5232 -0.3251
1.4368 0.1870 0.8287
0.2415 -0.5852 0.5812
-0.0389 0.5492 -0.0454
0.7273 -0.2838 -0.0553
0.0570 -0.4342 0.5263
-0.1346 -0.8960 1.9754
-2.1082 0.4071 -1.7711
1.5795 2.1087 0.0094
-0.5574 -0.3869 -0.2858
-0.5405 -0.4706 -0.4610
-0.9327 0.7652 0.0496
1.9995 -1.4069 1.5718
-0.1389 -0.2068 0.1297
0.3062 -0.3920 -0.5959
0.3699 0.5763 -0.0952
0.7008 0.2828 0.0548
-0.2467 -0.0425 -0.3147
-0.0718 0.0575 0.0303
-0.2209 -0.0719 -0.1134
-0.1115 -0.2484 -0.0874
-0.7700 -1.0009 -1.6275
-0.4401 -0.2292 -0.1758
-0.5698 0.1476 1.3403
1.1413 0.5887 0.1969
0.5849 0.3808 0.2054
1.3527 0.0205 3.7649
-2.2541 -0.8857 -5.0595
0.0921 -0.0375 -0.5454
0.6289 0.1387 1.7080
-0.0279 -1.3314 0.2876
0.2283 0.5958 0.1493
0.9503 0.3578 -0.0023
-0.7208 0.5797 -0.3684
0.0277 -0.4749 0.3466
0.0074 0.5605 0.0111
-0.3954 0.4382 -0.1960
0.1979 0.0443 -0.1132

SMILES = CCOS(C)(=O)=O.CCOS(C)(=O)=O.BrC(Br)Br.O=C1CCCO1
HOMO = -0.3741 hartree

Entry 2:
Molecular formula: C11H23BrNO3P
Method: DFT, ωB97M-V/def2-TZVPD

Positions of all 40 atoms, in Å:
C1 -0.996170 3.096776 0.553865
C2 -1.854574 2.811310 -0.654837
O1 -2.960632 1.950551 -0.361669
C3 -2.610369 0.719891 0.055946
O2 -2.579162 -0.205686 -0.758882
C4 -2.324020 0.460855 1.516441
C5 -1.642509 -0.885186 1.706779
C6 -0.101983 -0.902897 1.666776
C7 0.380370 -1.980984 0.720724
C8 1.888811 -2.124114 0.553838
C9 2.450395 -0.828655 -0.028051
C10 1.626430 -0.168702 -1.161459
P1 2.646996 -0.167996 -2.703328
O3 3.360916 1.092827 -2.958734
C11 0.263198 -0.811297 -1.529401
N1 -0.239186 -1.894201 -0.625792
H1 -1.612854 3.252449 1.430232
H2 -0.471627 4.030494 0.385333
H3 -0.209362 2.349122 0.803220
H4 -1.266955 2.458204 -1.502090
H5 -2.284824 3.748657 -0.983057
H6 -3.276688 0.369603 2.033457
H7 -1.809024 1.281076 1.999324
H8 -2.090808 -1.590377 1.019635
H9 -1.949443 -1.201589 2.696792
H10 0.246437 -1.171102 2.656057
H11 0.335812 0.081257 1.495015
H12 0.060764 -2.925154 1.157301
H13 2.358773 -2.349782 1.496970
H14 2.038486 -2.901477 -0.195406
H15 2.602230 -0.080910 0.742220
H16 3.443491 -1.039788 -0.417420
H17 1.476250 0.883569 -0.953212
H18 3.487153 -1.304697 -2.638489
H19 1.761308 -0.417171 -3.784628
H20 0.337563 -1.251788 -2.517121
H21 -0.475605 -0.034966 -1.636677
H22 -0.079010 -2.780524 -1.094354
H23 -1.258930 -1.808921 -0.560102
Br1 1.328352 2.241324 2.374787

Cartesian forces, eV/Å:
0.3415 -0.3276 -0.4877
0.4565 1.1662 0.3092
-0.1990 -0.7301 0.2476
0.0153 -0.9983 -1.0533
0.0374 0.9730 0.7384
-0.2168 -0.2883 -0.3572
0.2221 0.3965 0.9996
-0.5537 0.0100 -0.4992
0.6468 -0.6079 1.3906
-0.8226 1.2836 -1.2682
0.5152 0.3319 0.0559
-0.0297 -1.1855 -0.5809
0.0026 1.1211 -0.3185
0.4175 0.1587 0.1584
0.7512 0.4754 -0.2792
-0.0629 -0.1486 -0.4999
-0.1352 0.0544 0.1977
0.2666 0.1229 -0.0520
-0.8974 0.5380 -0.4013
-0.0519 -0.4787 -0.0931
-0.4818 0.0104 -0.1370
-0.4236 0.3172 -0.1745
0.2644 0.0926 -0.0497
-0.1865 -0.2411 -0.0127
0.0107 -0.3224 0.1890
0.3176 -0.0569 0.1490
-0.0014 0.1628 -0.1999
-0.4977 -0.2647 -0.2896
0.1237 -0.2624 0.1868
0.3011 -0.5248 0.2529
-0.1745 0.1352 0.3084
0.2538 -0.0473 0.0890
0.0061 0.2356 0.2043
-0.3351 -0.2110 0.0900
-0.0983 -0.4645 0.2780
-0.1702 -0.3410 -0.1241
-0.4002 0.0039 0.3384
0.1189 -0.1450 0.0054
-0.1653 0.4914 0.1100
0.8347 -0.4346 0.5792

HOMO = -0.2563 hartree

Entry 3:
Molecular formula: C11H23NO7S
Method: DFT, ωB97M-V/def2-TZVPD

Positions of all 43 atoms, in Å:
C1 -0.551618 3.472338 -0.332161
C2 -0.539224 2.682747 0.983332
C3 0.513304 1.553443 1.051404
C4 -0.003559 0.145819 1.391176
C5 -0.728398 0.220122 2.751252
C6 -0.864080 -0.619814 0.363005
C7 -1.466171 -1.887219 1.014740
O1 -0.521828 -2.636800 1.769351
O2 -0.476704 -3.967377 1.223100
O3 -2.017307 0.198937 0.022929
S1 -2.660185 -0.247253 -1.361260
O4 -3.865944 -0.959088 -1.132633
O5 -2.626801 0.864104 -2.245501
O6 -1.539372 -1.302997 -1.739568
C8 -0.276946 -0.982262 -1.051545
N1 0.464462 -2.219179 -1.098832
C9 0.418724 0.117847 -1.868800
C10 1.937897 0.020462 -2.053318
C11 2.835469 -0.115174 -0.816631
O7 3.988429 -0.900037 -1.081998
H1 -1.245195 3.043919 -1.057610
H2 0.439764 3.493913 -0.794258
H3 -0.843996 4.509460 -0.164910
H4 -1.532647 2.268866 1.153216
H5 -0.360545 3.375990 1.807282
H6 1.220581 1.779088 1.853993
H7 1.113496 1.552299 0.143903
H8 0.871421 -0.496770 1.539791
H9 -1.744772 0.601712 2.644348
H10 -0.188447 0.899847 3.410905
H11 -0.776336 -0.748859 3.245226
H12 -1.924528 -2.534710 0.270553
H13 -2.254729 -1.554089 1.690376
H14 0.475823 -4.144003 1.257514
H15 -0.153304 -3.003680 -0.923864
H16 1.182118 -2.223378 -0.384613
H17 -0.016287 0.025981 -2.864813
H18 0.111389 1.097836 -1.514840
H19 2.151906 -0.835072 -2.695723
H20 2.241826 0.907074 -2.614143
H21 3.225673 0.851697 -0.497610
H22 2.283498 -0.517717 0.040008
H23 3.703141 -1.788023 -1.332773

Cartesian forces, eV/Å:
0.0861 -0.0541 -0.0156
-0.0599 0.0190 0.0390
0.0023 -0.0119 -0.1656
-0.1208 -0.1473 0.1584
0.0206 -0.0702 -0.0490
0.2159 0.0503 0.0670
-0.1883 -0.0020 0.0558
0.1580 0.0278 -0.0444
0.0613 0.0066 -0.0399
0.0038 0.1255 -0.0901
-0.0053 -0.0870 -0.0151
-0.0040 0.0375 -0.0705
-0.0722 -0.0146 0.0716
0.1125 0.1129 -0.0408
-0.0111 -0.1988 0.1119
-0.0607 0.0466 -0.1655
0.0020 0.0673 0.0226
0.0025 0.0185 0.0517
-0.0131 0.0797 -0.0242
-0.0410 -0.1569 0.0452
0.0355 -0.0424 -0.0054
-0.0063 0.0343 0.0499
-0.0822 -0.0413 -0.0206
0.0121 0.0856 0.0155
0.0323 -0.0217 -0.0048
0.0217 0.0223 -0.0414
-0.0518 -0.0105 0.0099
-0.0182 0.0346 -0.0041
0.0234 0.0158 0.0000
0.0037 -0.0132 -0.0109
-0.0111 0.0069 -0.0006
-0.0048 0.0212 0.0202
0.0045 -0.0427 -0.0026
-0.1152 0.0080 0.0772
0.0270 0.0178 0.0819
0.0201 0.0261 -0.0067
0.0356 0.0185 -0.0101
-0.0239 0.0210 0.0392
-0.0539 -0.0259 0.0292
0.0387 -0.0731 -0.0534
-0.0595 -0.0020 -0.0053
0.0422 -0.0477 -0.0209
0.0416 0.1593 -0.0391

SMILES = CCC[C@@H](C)[C@@]1(COO)OS(=O)(=O)O[C@@]1(N)CCCO
HOMO = -0.3778 hartree

Number 1: frontier orbital gap 9.8 eV, strongest force on any atom 5.609 eV Å⁻¹, LUMO level -0.40 eV. Number 2: frontier orbital gap 6.3 eV, strongest force on any atom 1.983 eV Å⁻¹, LUMO level -0.67 eV. Number 3: frontier orbital gap 10.4 eV, strongest force on any atom 0.248 eV Å⁻¹, LUMO level 0.16 eV.